(1)
C3H13NO3 | ωB97M-V/def2-TZVPD

Calculated values
- HOMO-LUMO gap (eV) = 10.8
- HOMO level (eV) = -10.254
- 2S+1 = 1
- charge = 0
- energy above the lowest of the compared OMol25 structures with the same formula, charge and spin (kcal/mol) = 14.7
- structure (SMILES) = C[C@@H](O)CN.O.O

Structure (XYZ):
```
20
Properties=species:S:1:pos:R:3:forces:R:3:nbo_charge:R:1
C -0.2302 0.0429 2.3568 0.5 0.8 -1.2 -0.621
C 0.3542 0.4393 0.9660 0.9 -1.4 0.4 0.092
O 0.7474 -0.7559 0.2606 -0.7 -0.4 0.2 -0.770
C -0.5955 1.3165 0.1782 0.1 -0.3 0.4 -0.250
N -0.1054 1.5690 -1.1794 0.7 0.8 0.0 -0.850
H 0.2133 -0.9399 2.5448 -0.3 0.3 0.6 0.236
H -1.3189 0.0623 2.3792 0.0 -0.5 -0.1 0.207
H 0.1107 0.8441 3.0283 0.0 -0.6 0.2 0.209
H 1.3436 0.8100 1.2383 -0.1 1.3 -0.3 0.163
H 0.8372 -0.6272 -0.6929 -0.2 0.2 0.1 0.491
H -0.6866 2.2291 0.7767 -0.5 0.0 -0.1 0.187
H -1.5331 0.7327 0.1573 0.2 0.6 -0.2 0.211
H -0.6742 2.1814 -1.7602 -0.5 -0.3 0.4 0.384
H 0.7459 2.1226 -1.0913 0.2 -0.2 0.0 0.364
O -0.4870 -3.3854 -0.1687 -0.1 -0.3 0.0 -0.953
H 0.0563 -2.8742 0.4365 0.0 0.2 0.0 0.481
H -0.3991 -2.9145 -1.0014 0.0 0.1 -0.1 0.472
O 0.2802 -0.5002 -2.8561 -1.0 -0.5 0.5 -1.011
H 0.2522 0.2808 -2.2409 0.3 -0.1 -0.6 0.486
H 1.0888 -0.6333 -3.3317 0.7 0.4 -0.1 0.471
```
Positions in Å, forces in eV/Å.

***

(2)
C26H24BrF3N4O6SSe2Ti | ωB97M-V/def2-TZVPD

Calculated values
- HOMO-LUMO gap (spin up / spin down) (eV) = 3.2 / 4.5
- HOMO level (spin up / spin down) (eV) = -0.182 / -1.439
- 2S+1 = 3
- charge = -2
- energy above the lowest of the compared OMol25 structures with the same formula, charge and spin (kcal/mol) = 42.3

Structure (XYZ):
```
68
Properties=species:S:1:pos:R:3:forces:R:3:nbo_charge:R:1
Ti 0.3261 0.0433 -0.0737 -0.3 -0.4 -2.1 1.008
O -1.0110 -5.5304 -1.9285 -0.7 -0.2 -0.3 -0.743
C 0.1429 -4.9495 -1.3613 0.5 0.3 0.3 -0.061
C 0.5736 -3.6189 -2.0080 0.0 -0.1 -0.2 -0.153
C 0.9875 -3.9089 -3.4656 -0.3 -0.4 0.3 -0.046
O 1.5267 -2.8206 -4.1641 0.1 0.5 -0.4 -0.766
C -0.6357 -2.6847 -1.9647 -0.1 0.3 0.1 -0.572
Se -0.3196 -0.7661 -2.3615 0.1 -0.5 -1.5 -0.330
C 1.7748 -3.0736 -1.2338 0.0 0.2 0.5 -0.533
Se 1.4076 -2.4761 0.6298 0.0 0.0 -0.3 -0.392
H -1.7151 -4.8733 -1.8515 0.1 -0.1 0.0 0.470
H 0.9358 -5.6918 -1.4852 0.1 0.0 0.0 0.155
H -0.0035 -4.7709 -0.2859 0.1 0.0 -0.2 0.193
H 0.1080 -4.3061 -4.0012 0.1 0.0 0.1 0.151
H 1.7624 -4.6839 -3.4702 0.0 -0.1 0.0 0.152
H 0.9541 -2.0489 -3.9954 0.1 0.0 0.1 0.491
H -1.0685 -2.7020 -0.9602 0.1 -0.1 -0.2 0.237
H -1.4031 -2.9981 -2.6803 0.1 0.0 0.1 0.199
H 2.2036 -2.2123 -1.7512 -0.1 -0.3 -0.1 0.220
H 2.5444 -3.8442 -1.1552 0.0 -0.1 -0.1 0.194
C 10.2571 5.5511 7.3434 -0.1 0.2 0.4 -0.247
O 10.3383 4.8394 6.1443 -0.6 -0.5 -0.5 -0.503
C 9.1786 4.2357 5.6734 0.4 0.0 -0.2 0.269
C 9.3406 3.4127 4.5501 0.2 0.4 0.5 -0.256
C 8.2636 2.7841 3.9852 -0.7 -0.1 0.1 -0.151
C 6.9652 2.9376 4.5153 1.2 0.9 1.0 -0.091
C 6.8261 3.7564 5.6511 -0.2 -0.7 -0.9 -0.193
C 7.9108 4.3973 6.2150 0.6 0.4 0.4 -0.269
C 5.8680 2.3209 3.8450 -1.5 -0.8 -0.9 0.308
N 5.9581 1.7210 2.6652 0.8 0.6 0.8 -0.465
C 4.7029 1.3796 2.3081 -1.2 0.2 0.8 0.180
C 3.7847 1.7612 3.3060 1.6 -0.2 -0.7 0.084
N 4.5531 2.3502 4.2858 0.6 -0.1 -0.5 -0.515
C 2.3976 1.6088 3.1866 -1.9 -0.1 -0.2 0.000
C 1.4183 2.0322 4.1069 1.7 -0.1 -0.1 -0.288
C 0.0840 1.8834 3.7697 -1.4 -0.4 -0.9 -0.307
C -0.2767 1.3069 2.5579 -0.1 0.7 1.1 0.072
N 0.6248 0.8581 1.6714 0.3 0.6 1.8 -0.629
C 1.9510 1.0298 1.9572 0.9 0.4 0.9 0.105
C 2.8468 0.6935 0.9242 0.4 0.1 -0.3 0.243
N 2.2763 0.2965 -0.2638 3.4 0.3 -0.1 -0.542
C 3.0921 0.0828 -1.3072 -0.9 0.2 0.2 0.101
C 4.4674 0.1402 -1.2122 0.7 0.2 0.4 -0.305
C 5.0701 0.5072 -0.0052 -0.6 -0.1 -0.2 -0.133
C 4.2536 0.8319 1.0699 -0.1 -0.2 -0.3 -0.140
H 11.2768 5.8626 7.5788 -0.1 0.0 0.0 0.190
H 9.8723 4.9260 8.1589 0.0 0.0 0.0 0.171
H 9.6213 6.4418 7.2552 0.1 -0.1 0.0 0.169
H 10.3343 3.2950 4.1462 0.1 0.0 -0.1 0.218
H 8.3713 2.1599 3.1134 0.1 -0.1 -0.1 0.243
H 5.8495 3.9176 6.0857 -0.1 0.0 0.0 0.197
H 7.7486 5.0328 7.0762 0.1 0.0 0.0 0.205
H 4.2150 2.7460 5.1425 0.0 0.0 0.0 0.409
H 1.7088 2.4962 5.0398 0.0 0.0 0.1 0.176
H -0.6983 2.2247 4.4343 0.0 0.0 0.0 0.200
H -1.3203 1.2316 2.2716 0.2 -0.1 0.0 0.216
H 2.6021 -0.1216 -2.2613 0.0 -0.1 0.3 0.237
H 5.0708 -0.0729 -2.0828 0.0 0.0 0.0 0.207
H 6.1415 0.5759 0.1034 0.1 0.0 0.0 0.210
Br 0.2501 2.3662 -1.0845 0.0 0.7 -0.3 -0.499
F -4.8878 -0.5122 1.2584 0.2 0.2 -0.3 -0.341
C -3.5873 -0.8075 1.4557 0.3 -0.1 -0.2 0.695
F -3.2233 -0.1654 2.5787 0.1 0.2 0.0 -0.339
F -3.5399 -2.1201 1.7326 0.0 -0.1 0.0 -0.335
S -2.4420 -0.4149 -0.0169 -3.6 -0.1 0.9 2.388
O -1.2114 -0.9212 0.5800 -0.9 -1.4 1.0 -0.972
O -3.0760 -1.1944 -1.0328 0.0 -0.2 0.0 -0.932
O -2.4663 1.0098 -0.1106 0.0 0.5 -0.1 -0.914
```
Positions in Å, forces in eV/Å.

***

(3)
C21H35AsIrN4O3S2Si3 | ωB97M-V/def2-TZVPD

Calculated values
- HOMO-LUMO gap (spin up / spin down) (eV) = 6.5 / 6.5
- HOMO level (spin up / spin down) (eV) = -4.941 / -4.958
- 2S+1 = 1
- charge = -1
- energy above the lowest of the compared OMol25 structures with the same formula, charge and spin (kcal/mol) = 85.3

Structure (XYZ):
```
70
Properties=species:S:1:pos:R:3:forces:R:3:nbo_charge:R:1
Ir -1.4333 0.0361 -0.7640 -0.9 0.4 0.3 0.854
N -2.2149 1.9008 -2.1673 0.3 -0.8 -0.1 -0.782
C -2.7070 2.9605 -1.2953 -0.2 0.1 0.6 -0.310
C -3.4163 2.3659 -0.0584 0.6 0.6 -0.8 0.628
O -4.1073 3.0984 0.6497 -0.2 -0.1 0.0 -0.687
N -3.1843 1.0739 0.1072 1.5 -1.6 -0.3 -0.631
C -3.8668 0.4130 1.1865 0.1 -0.3 0.3 -0.356
C -3.1389 -0.8532 1.6691 -1.7 0.8 0.3 0.789
O -3.6552 -1.5225 2.5553 0.2 0.0 -0.1 -0.674
O -2.0046 -1.1135 1.1558 1.8 -0.1 -2.3 -0.743
H -1.5657 2.2491 -2.8668 0.1 -0.2 0.1 0.395
H -2.9957 1.4655 -2.6498 0.1 -0.1 0.0 0.389
H -3.4065 3.6448 -1.7984 0.2 -0.2 0.1 0.198
H -1.8582 3.5459 -0.9334 0.0 0.0 0.0 0.209
H -4.8711 0.1039 0.8724 0.0 0.1 0.1 0.213
H -3.9809 1.0985 2.0367 -0.1 -0.2 0.0 0.228
S 0.4604 0.0976 -2.5585 -1.1 0.1 1.6 -0.194
C -0.0336 -1.0212 -3.7724 -0.5 -0.6 -0.4 -0.082
C 0.6806 -1.0621 -4.9698 -0.1 -0.2 0.1 -0.210
C 0.2906 -1.8820 -6.0198 -0.9 -0.2 0.9 -0.166
C 1.0238 -1.8756 -7.2201 0.4 0.1 -0.8 0.297
N 1.6329 -1.8463 -8.1942 0.1 0.0 -0.1 -0.331
C -0.8581 -2.6990 -5.8755 0.7 0.8 0.8 -0.171
C -1.5390 -2.7006 -4.6647 0.2 0.0 -0.1 -0.164
C -1.1427 -1.8892 -3.6008 0.4 0.4 -0.2 -0.217
S -2.0144 -1.9909 -2.1099 -0.6 1.1 0.8 -0.151
C -1.3197 -3.4639 -6.9631 -0.3 -0.5 -0.6 0.285
N -1.7197 -4.0611 -7.8599 0.0 -0.1 -0.1 -0.323
H 1.5560 -0.4383 -5.0846 0.0 0.1 0.0 0.227
H -2.3990 -3.3416 -4.5319 -0.1 0.0 -0.1 0.231
C 3.8917 1.6900 1.8827 -0.9 -0.4 -0.1 -1.094
Si 2.4359 1.4880 0.6349 0.9 1.1 -0.5 1.390
C 3.3289 0.9303 -0.9615 -0.6 0.0 0.5 -1.110
C 1.7333 3.2562 0.3633 0.0 -0.7 0.1 -1.106
As 0.4417 0.2079 1.0453 0.0 0.6 0.0 -0.446
Si 1.1786 -2.0152 1.3788 0.7 -1.3 -0.2 1.434
C 0.0723 -3.1160 2.4749 0.1 0.7 -0.4 -1.114
C 2.9175 -1.9469 2.2061 -0.7 0.3 -0.3 -1.105
C 1.3453 -2.7523 -0.3775 -0.2 0.4 0.6 -1.122
Si -0.2568 0.9275 3.1977 0.1 0.8 1.4 1.412
C 1.3006 1.3110 4.2692 -0.4 -0.1 -0.6 -1.104
C -1.1737 2.5968 2.9634 0.2 -0.8 -0.2 -1.105
C -1.2148 -0.2831 4.3246 0.2 0.1 -0.9 -1.109
H 4.6636 2.3125 1.4390 0.0 0.1 -0.3 0.233
H 4.3487 0.7388 2.1320 0.1 -0.2 0.1 0.233
H 3.5818 2.1625 2.8064 -0.1 0.1 0.2 0.231
H 4.1807 1.5649 -1.1829 0.2 0.2 0.2 0.229
H 2.6590 0.9699 -1.8115 0.0 0.0 -0.1 0.259
H 3.6853 -0.0921 -0.8798 0.1 -0.2 0.0 0.233
H 2.4391 3.9238 -0.1222 0.3 0.0 -0.1 0.232
H 1.4426 3.7134 1.3064 -0.1 0.0 0.2 0.230
H 0.8444 3.1949 -0.2623 -0.1 0.0 -0.1 0.236
H 0.2700 -2.9601 3.5311 0.1 0.1 0.2 0.227
H 0.2213 -4.1701 2.2577 0.2 -0.1 -0.2 0.236
H -0.9704 -2.8825 2.2866 -0.2 0.0 0.0 0.284
H 2.8820 -1.3457 3.1112 0.0 0.1 0.2 0.226
H 3.6577 -1.5085 1.5438 0.1 0.1 -0.2 0.227
H 3.2669 -2.9353 2.4852 -0.1 -0.3 0.0 0.236
H 0.3548 -2.7964 -0.8279 -0.1 0.0 -0.1 0.262
H 1.7640 -3.7555 -0.3927 0.1 -0.2 0.2 0.231
H 1.9616 -2.1167 -1.0130 0.0 0.1 0.0 0.240
H 1.7096 2.2925 4.0605 0.1 0.2 -0.1 0.222
H 2.0803 0.5773 4.0918 0.2 -0.1 0.0 0.225
H 1.0541 1.2773 5.3246 -0.2 0.0 0.2 0.232
H -0.4700 3.4064 2.7835 0.2 0.0 -0.1 0.228
H -1.7616 2.8671 3.8357 -0.1 -0.1 0.2 0.239
H -1.8504 2.5602 2.1140 -0.2 0.0 -0.1 0.253
H -0.5321 -0.9656 4.8238 0.2 0.0 0.0 0.228
H -1.9418 -0.8828 3.7913 -0.2 -0.1 0.0 0.278
H -1.7535 0.2640 5.0945 0.0 0.3 0.1 0.237
```
Positions in Å, forces in eV/Å.

***

(4)
C13H17N3O2Sn | ωB97M-V/def2-TZVPD

Calculated values
- HOMO-LUMO gap (eV) = 4.6
- HOMO level (eV) = -16.275
- 2S+1 = 1
- charge = +2

Structure (XYZ):
```
36
Properties=species:S:1:pos:R:3:forces:R:3:nbo_charge:R:1
C -5.2577 0.2471 0.3464 -0.5 0.1 -0.2 -0.608
C -5.2778 1.5557 -0.4636 -0.4 -0.3 0.4 -0.613
H -5.4647 -0.6201 -0.2919 0.0 0.2 0.1 0.213
H -6.0437 0.2893 1.1168 0.3 -0.2 -0.2 0.238
H -4.3151 0.0531 0.8568 0.3 0.1 0.2 0.156
H -4.4318 1.6580 -1.1394 0.1 -0.1 -0.2 0.170
H -6.1996 1.5781 -1.0638 0.4 0.2 0.2 0.238
H -5.2836 2.4237 0.2053 0.0 -0.1 -0.2 0.213
C 1.0282 -3.0110 0.1263 -0.4 -0.2 -0.2 0.071
C 1.9481 -4.0268 -0.1504 -0.2 0.6 0.2 -0.204
C 3.0310 -3.7498 -0.9894 -0.4 0.0 0.2 -0.085
C 3.1731 -2.4586 -1.4833 -0.6 0.7 0.2 -0.180
H 0.1997 -3.1539 0.8304 0.3 -0.2 -0.4 0.233
H 1.7829 -5.0045 0.2961 0.2 0.2 -0.1 0.276
H 3.7542 -4.5281 -1.2328 -0.2 0.2 0.0 0.271
H 4.0342 -2.1746 -2.0905 -0.3 -0.2 0.3 0.254
N 1.0933 -1.8001 -0.4674 -0.3 0.1 0.0 -0.482
C 2.1906 -1.4799 -1.2011 -0.1 -0.7 -0.2 0.182
C 2.3088 -0.0822 -1.6603 0.0 0.8 -0.7 0.164
N 1.3074 0.7636 -1.2930 0.2 -0.4 0.1 -0.550
C 1.4272 2.0627 -1.6265 -0.1 -0.1 -0.4 0.079
C 3.4486 1.6838 -2.8784 -0.4 0.1 0.1 -0.094
C 2.4480 2.5559 -2.4430 -0.2 -0.1 0.3 -0.205
H 0.6489 2.7188 -1.2398 0.3 -0.1 -0.4 0.208
H 2.4233 3.6103 -2.7231 0.1 -0.4 0.1 0.269
C 3.3886 0.3581 -2.4575 -0.6 -0.3 0.6 -0.179
H 4.1641 -0.3521 -2.7399 -0.2 0.4 0.0 0.247
H 4.2460 2.0329 -3.5392 -0.2 -0.2 0.3 0.269
Sn -0.6759 -0.1191 -0.1346 5.3 0.6 0.7 1.964
C -1.1919 1.9907 0.2045 -2.5 1.8 -0.2 -0.760
H -1.5021 2.4411 -0.7388 -0.1 -0.5 -0.2 0.258
H -0.4347 2.6165 0.6741 0.8 -1.1 0.1 0.289
H -2.0584 1.9367 0.8676 0.0 -0.3 -0.1 0.278
O -0.0163 0.1050 3.6944 -1.6 0.3 -3.3 -0.180
N -0.5394 0.1703 2.6131 1.4 -0.2 3.5 0.300
O 0.4035 0.1767 1.5793 -0.5 -0.8 -0.5 -0.702
```
Positions in Å, forces in eV/Å.

***

Number 1: molecular weight 111.1 g mol⁻¹. Number 2: molecular weight 863.3 g mol⁻¹. Number 3: molecular weight 807.1 g mol⁻¹. Number 4: molecular weight 366.0 g mol⁻¹.